Entry 1:
Formula: C36H77BrN7O11P2
Source: OMol25
Level of theory: ωB97M-V with the def2-TZVPD basis set

Each line ends with the Löwdin charge.
Element x y z (Å)
C 6.57 -3.46 4.52  -0.116
C 7.13 -4.00 3.10  -0.225
C 6.33 -3.21 1.96  -0.176
C 7.20 -2.92 0.63  -0.284
C 7.31 -4.23 -0.33  -0.036
N 6.81 -1.68 -0.10  -0.042
C 7.77 -0.67 -0.36  -0.574
Br 9.67 -0.49 0.07  0.787
N 7.23 0.43 -1.12  0.127
C 5.85 -0.05 -1.27  -0.205
N 4.97 0.69 -1.94  -0.058
C 3.53 0.41 -2.16  -0.151
C 3.30 -0.39 -3.53  -0.163
C 1.80 -0.09 -4.05  -0.192
C 0.68 -0.59 -3.01  -0.185
C 0.08 0.67 -2.20  -0.196
C -0.70 0.23 -0.85  -0.153
C -2.15 0.94 -0.72  -0.223
O -2.63 0.88 0.64  -0.231
C -2.38 2.11 1.36  -0.117
C 5.49 1.98 -2.53  -0.128
C 5.62 3.16 -1.42  -0.161
C 7.12 3.74 -1.40  -0.196
C 7.44 4.71 -0.17  -0.209
N 6.76 4.19 1.06  -0.029
C 6.44 5.24 2.04  -0.463
N 5.73 6.30 1.75  0.120
N 6.93 5.00 3.44  0.059
N 5.59 -1.32 -0.67  0.036
C 4.42 -2.22 -0.59  -0.096
C 3.43 -1.93 0.65  -0.143
C 3.67 -0.54 1.41  -0.074
C 2.23 0.00 1.90  -0.407
O 1.98 1.23 1.78  0.028
O 1.23 -0.84 2.44  0.055
H 5.42 -3.41 4.42  0.083
H 6.88 -4.13 5.38  0.082
H 6.92 -2.38 4.61  0.077
H 8.27 -3.89 3.01  0.116
H 6.80 -5.10 3.06  0.117
H 5.86 -2.27 2.41  0.095
H 5.47 -3.89 1.62  0.102
H 8.28 -2.77 1.02  0.108
H 6.58 -5.05 -0.04  0.087
H 7.16 -3.86 -1.42  0.094
H 8.38 -4.62 -0.30  0.093
H 3.00 -0.06 -1.26  0.120
H 3.01 1.43 -2.30  0.132
H 3.54 -1.50 -3.49  0.106
H 4.00 0.10 -4.31  0.124
H 1.71 1.05 -4.16  0.114
H 1.65 -0.51 -5.11  0.118
H -0.21 -1.11 -3.51  0.119
H 1.20 -1.26 -2.24  0.093
H -0.68 1.25 -2.85  0.122
H 0.89 1.42 -1.92  0.092
H -0.83 -0.91 -0.89  0.119
H -0.12 0.49 0.10  0.093
H -2.88 0.33 -1.37  0.131
H -2.15 1.99 -1.17  0.125
H -1.85 2.92 0.75  0.098
H -1.69 1.88 2.25  0.088
H -3.35 2.54 1.82  0.093
H 4.69 2.36 -3.27  0.133
H 6.43 1.83 -3.15  0.132
H 5.30 2.69 -0.43  0.102
H 4.89 4.01 -1.63  0.122
H 7.24 4.36 -2.37  0.121
H 7.93 2.94 -1.44  0.090
H 8.57 4.72 0.03  0.125
H 7.13 5.76 -0.47  0.119
H 7.25 3.39 1.47  0.108
H 5.45 6.29 0.76  0.037
H 7.89 4.63 3.29  0.071
H 6.39 4.16 3.74  0.075
H 3.77 -2.17 -1.53  0.115
H 4.72 -3.33 -0.50  0.134
H 2.32 -2.02 0.37  0.125
H 3.61 -2.76 1.43  0.109
H 4.10 0.29 0.77  0.106
H 4.30 -0.63 2.36  0.125
H 0.59 -0.21 2.86  0.136
O -4.49 -0.42 -4.64  -0.246
P -5.82 -1.16 -4.85  0.695
O -5.92 -1.85 -3.35  -0.228
C -6.25 -1.02 -2.25  -0.304
C -7.72 -0.62 -2.27  -0.077
O -5.19 -2.46 -5.67  -0.220
C -3.94 -2.35 -6.33  -0.304
C -2.82 -2.79 -5.41  -0.082
O -7.35 -1.86 -5.19  -0.198
C -8.25 -1.04 -5.95  -0.304
C -7.66 -0.62 -7.29  -0.083
H -5.61 -0.14 -2.23  0.101
H -6.05 -1.60 -1.35  0.120
H -7.91 0.09 -3.08  0.060
H -8.00 -0.15 -1.33  0.081
H -8.36 -1.49 -2.44  0.087
H -3.79 -1.34 -6.71  0.103
H -3.98 -3.00 -7.21  0.117
H -2.87 -2.31 -4.43  0.063
H -1.84 -2.56 -5.86  0.071
H -2.87 -3.87 -5.23  0.078
H -8.52 -0.15 -5.36  0.103
H -9.16 -1.61 -6.12  0.125
H -6.78 0.03 -7.15  0.070
H -8.39 -0.07 -7.88  0.084
H -7.32 -1.49 -7.85  0.088
O -7.48 0.80 6.77  -0.226
P -6.93 0.73 5.34  0.693
O -7.82 1.99 4.72  -0.227
C -7.46 3.31 5.08  -0.298
C -6.17 3.74 4.39  -0.086
O -7.89 -0.52 4.81  -0.225
C -8.47 -1.43 5.74  -0.303
C -9.86 -0.98 6.14  -0.076
O -6.17 0.62 3.80  -0.203
C -4.77 0.34 3.84  -0.313
C -4.45 -0.95 4.57  -0.080
H -7.37 3.40 6.17  0.110
H -8.27 3.96 4.76  0.120
H -5.31 3.21 4.82  0.058
H -6.00 4.81 4.53  0.079
H -6.20 3.52 3.33  0.082
H -7.82 -1.56 6.61  0.102
H -8.53 -2.40 5.24  0.114
H -9.89 0.07 6.45  0.072
H -10.24 -1.60 6.96  0.078
H -10.54 -1.07 5.29  0.077
H -4.24 1.18 4.30  0.100
H -4.43 0.26 2.80  0.111
H -4.71 -0.87 5.64  0.072
H -3.39 -1.18 4.51  0.077
H -5.02 -1.78 4.16  0.089

## Properties
LUMO in Eh: -0.1069
Max |F| in Eh/bohr: 0.181
Total charge: +1

=====

Entry 2:
Formula: C42H44FN6O10
Source: OMol25
Level of theory: ωB97M-V with the def2-TZVPD basis set

Each line ends with the Löwdin charge.
Element x y z (Å)
C -8.64 1.42 1.76  0.135
C -8.51 0.81 0.73  -0.159
C -8.32 -0.14 -0.37  -0.190
C -6.94 -0.03 -1.08  -0.141
C -5.84 0.68 -0.30  -0.109
N -5.33 -0.05 0.86  0.037
C -5.95 -0.81 1.68  0.067
C -5.11 -1.33 2.78  -0.273
C -5.15 -2.83 3.10  -0.028
C -3.72 -0.61 2.60  -0.027
C -3.90 0.07 1.24  -0.162
C -2.87 -0.09 0.11  -0.322
C -1.53 -0.62 0.56  -0.020
F -3.36 -0.91 -0.91  -0.005
H -8.92 1.93 2.65  0.041
H -8.47 -1.16 -0.03  0.113
H -9.09 0.06 -1.12  0.121
H -6.62 -1.01 -1.43  0.125
H -7.08 0.57 -1.98  0.124
H -6.13 1.68 0.02  0.145
H -5.00 0.83 -0.98  0.127
H -7.00 -1.05 1.60  0.144
H -5.55 -0.87 3.68  0.157
H -4.95 -2.94 4.16  0.073
H -4.35 -3.36 2.58  0.090
H -6.13 -3.28 2.93  0.088
H -3.61 0.07 3.43  0.130
H -2.98 -1.41 2.67  0.114
H -3.80 1.14 1.47  0.164
H -2.70 0.90 -0.31  0.118
H -1.07 0.04 1.29  0.091
H -1.62 -1.62 0.98  0.086
H -0.87 -0.68 -0.31  0.096
C 0.29 4.95 -3.58  -0.052
C -0.95 5.43 -3.17  -0.057
C -1.57 4.89 -2.06  0.000
C -0.93 3.87 -1.37  -0.146
C 0.30 3.37 -1.77  0.001
C 0.91 3.92 -2.88  -0.048
N -1.56 3.31 -0.18  -0.337
O -2.66 3.73 0.15  0.070
O -0.97 2.44 0.44  0.045
H 0.78 5.38 -4.44  0.113
H -1.43 6.23 -3.71  0.112
H -2.53 5.26 -1.73  0.119
H 0.78 2.57 -1.22  0.089
H 1.88 3.55 -3.20  0.102
C 5.35 -1.21 -4.07  -0.050
C 5.72 0.13 -4.05  -0.046
C 5.06 1.01 -3.21  0.012
C 4.04 0.53 -2.41  -0.149
C 3.65 -0.80 -2.43  -0.006
C 4.32 -1.67 -3.27  -0.056
N 3.35 1.46 -1.51  -0.324
O 3.69 2.63 -1.51  0.052
O 2.47 1.03 -0.78  0.060
H 5.87 -1.90 -4.72  0.089
H 6.52 0.48 -4.67  0.086
H 5.34 2.05 -3.18  0.121
H 2.85 -1.15 -1.80  0.116
H 4.03 -2.71 -3.29  0.110
C 2.86 4.70 0.71  -0.062
C 3.18 6.05 0.80  -0.054
C 2.45 6.89 1.62  -0.001
C 1.40 6.37 2.35  -0.149
C 1.06 5.03 2.28  -0.006
C 1.79 4.19 1.45  -0.069
N 0.63 7.25 3.24  -0.356
O 0.94 8.42 3.27  0.082
O -0.27 6.75 3.89  0.071
H 3.43 4.04 0.08  0.076
H 4.01 6.44 0.22  0.110
H 2.70 7.94 1.69  0.120
H 0.23 4.64 2.85  0.117
H 1.54 3.14 1.38  0.098
C 10.37 -4.70 -6.50  -0.064
C 9.02 -4.48 -6.31  -0.062
C 8.53 -3.19 -6.23  -0.004
C 9.41 -2.13 -6.34  -0.142
C 10.77 -2.33 -6.52  0.002
C 11.25 -3.63 -6.60  -0.058
N 8.90 -0.75 -6.27  -0.330
O 7.71 -0.59 -6.08  0.041
O 9.70 0.15 -6.41  0.100
H 10.75 -5.71 -6.57  0.110
H 8.34 -5.32 -6.24  0.109
H 7.47 -3.01 -6.09  0.104
H 11.45 -1.49 -6.60  0.122
H 12.31 -3.80 -6.74  0.112
C -4.44 -4.61 7.10  -0.082
C -3.56 -4.78 8.15  -0.062
C -2.68 -5.86 8.15  0.003
C -2.70 -6.74 7.08  -0.143
C -3.58 -6.58 6.03  -0.003
C -4.46 -5.51 6.04  -0.080
N -1.76 -7.87 7.07  -0.354
O -1.01 -7.99 8.01  0.089
O -1.78 -8.60 6.10  0.082
H -5.12 -3.77 7.10  0.102
H -3.55 -4.08 8.98  0.110
H -1.99 -6.00 8.97  0.123
H -3.59 -7.29 5.21  0.120
H -5.15 -5.38 5.22  0.097

## Properties
LUMO in Eh: -0.1190
Max |F| in Eh/bohr: 0.053
Total charge: +1

=====

Entry 3:
Formula: C2H10N6O
Source: OMol25
Level of theory: ωB97M-V with the def2-TZVPD basis set

Each line ends with the Löwdin charge.
Element x y z (Å)
H -0.04 0.59 -1.70  0.063
N 0.55 -0.10 -2.38  0.032
N 1.21 -0.90 -1.81  -0.036
N 1.18 -0.97 -0.17  -0.157
N 2.25 -0.37 0.51  -0.004
H 1.16 -1.97 0.03  0.094
H 2.89 0.06 -0.16  0.069
H 1.88 0.34 1.14  0.050
C -1.45 -1.25 0.84  -0.019
C -0.63 0.02 0.78  -0.544
O -0.11 0.55 1.74  0.007
N -0.97 0.85 -0.37  -0.116
N -0.71 2.25 -0.26  0.031
H -1.01 -1.91 1.58  0.087
H -1.48 -1.74 -0.13  0.079
H -2.46 -0.99 1.16  0.091
H -1.92 0.70 -0.71  0.130
H 0.13 2.44 -0.81  0.069
H -0.47 2.42 0.72  0.075

## Properties
LUMO in Eh: 0.0310
Max |F| in Eh/bohr: 0.052
SMILES: [H]/N=N\NN.CC(=O)NN

=====

Entry 4:
Formula: C20H33Br3O11S
Source: OMol25
Level of theory: ωB97M-V with the def2-TZVPD basis set

Each line ends with the Löwdin charge.
Element x y z (Å)
O -1.99 2.24 -5.53  0.114
C -0.98 1.70 -5.17  -0.441
O -0.55 1.70 -3.85  0.008
C 0.63 0.90 -3.72  -0.251
C 1.30 0.91 -5.05  -0.144
C 0.04 0.91 -5.99  -0.055
H 0.45 -0.15 -3.49  0.100
H 1.29 1.33 -2.97  0.071
H 1.92 0.01 -5.10  0.105
H 1.88 1.80 -5.29  0.123
H -0.28 -0.11 -6.17  0.123
H 0.12 1.41 -6.96  0.120
O 3.89 0.22 -2.69  0.106
C 3.98 -0.95 -3.00  -0.551
O 3.02 -1.80 -2.96  0.047
C 3.40 -3.13 -3.20  -0.112
C 4.76 -2.93 -3.94  -0.137
C 5.24 -1.63 -3.37  -0.087
H 2.58 -3.52 -3.81  0.132
H 3.57 -3.73 -2.30  0.131
H 4.58 -2.86 -5.01  0.118
H 5.49 -3.72 -3.80  0.117
H 5.76 -0.98 -4.08  0.136
H 5.92 -1.72 -2.53  0.140
O -3.23 -5.30 2.82  0.131
C -2.64 -4.60 2.04  -0.453
O -3.24 -3.57 1.35  0.058
C -2.30 -2.96 0.52  -0.216
C -0.96 -3.50 0.89  -0.211
C -1.17 -4.66 1.75  -0.081
H -2.23 -1.87 0.62  0.053
H -2.46 -3.18 -0.53  0.128
H -0.30 -2.77 1.36  0.095
H -0.51 -3.64 -0.09  0.110
H -0.65 -4.63 2.70  0.136
H -0.84 -5.57 1.26  0.133
O -1.64 2.85 5.16  0.107
C -1.31 3.63 4.28  -0.440
O -0.48 3.24 3.27  0.005
C -0.48 4.32 2.32  -0.200
C -1.67 5.17 2.62  -0.180
C -1.84 5.04 4.09  -0.077
H -0.59 4.00 1.28  0.043
H 0.42 4.92 2.42  0.132
H -2.57 4.92 2.05  0.127
H -1.38 6.21 2.45  0.121
H -2.90 5.05 4.33  0.129
H -1.44 5.88 4.67  0.133
O -2.55 0.14 5.26  -0.293
S -1.90 -0.91 4.47  0.686
O -2.10 -2.33 4.83  -0.305
O -2.26 -0.68 2.86  -0.269
C -2.06 0.69 2.44  -0.286
C -2.97 0.85 1.20  -0.074
C -0.07 -0.62 4.48  -0.108
H -1.03 0.79 2.07  0.059
H -2.25 1.48 3.16  0.095
H -4.00 0.73 1.53  0.087
H -2.83 0.03 0.51  0.020
H -2.79 1.86 0.84  0.081
H 0.29 -1.12 3.58  0.032
H 0.44 -0.86 5.42  0.076
H 0.04 0.45 4.34  0.040
C 1.39 0.88 -0.25  -1.443
Br 2.10 0.56 1.57  0.584
Br 0.99 2.80 -0.48  0.658
Br -0.20 -0.23 -0.55  0.720
H 2.19 0.58 -0.92  -0.052

## Properties
LUMO in Eh: -0.0206
Max |F| in Eh/bohr: 0.070

=====

Entry 5:
Formula: C5H11O2
Source: OMol25
Level of theory: ωB97M-V with the def2-TZVPD basis set

Each line ends with the Löwdin charge.
Element x y z (Å)
C 2.11 1.82 -0.45  -0.061
C 0.61 2.24 -0.37  -0.794
O 0.00 1.85 0.67  -0.121
O 0.18 2.92 -1.31  -0.102
H 2.24 0.93 -1.06  0.045
H 2.52 1.73 0.56  0.048
H 2.68 2.63 -0.91  0.047
C -1.42 -1.63 0.09  -0.327
C -1.35 -0.87 1.39  -0.140
C -0.12 -1.53 -0.71  -0.127
H -1.68 -2.68 0.24  0.083
H -2.21 -1.20 -0.52  0.097
H -0.66 -1.22 2.16  0.066
H -2.35 -0.76 1.82  0.058
H -0.23 -1.89 -1.74  0.060
H 0.19 -0.49 -0.83  0.055
H -1.22 0.21 1.21  0.042
H 0.71 -2.07 -0.25  0.069

## Properties
LUMO in Eh: 0.1484
Max |F| in Eh/bohr: 0.039
Total charge: -1